[1]
Computed, not measured: C14H24NO6Tl as an isolated structure, with ωB97M-V/def2-TZVPD.

Structure (XYZ):
```
46
Properties=species:S:1:pos:R:3:forces:R:3
Tl -0.74037 -6.02515 -1.52747 -0.100 -0.654 -0.317
O -5.43231 -1.01109 -0.09612 -0.477 -0.226 -0.262
O -0.33922 -3.91055 -0.49553 0.170 -0.098 0.857
O -1.04512 -2.38134 -1.95959 -0.953 0.916 -2.097
O 1.07497 4.86715 0.92655 0.093 -0.297 -0.544
O 1.64880 3.14962 -0.37894 0.265 -0.194 0.221
O 1.40828 -2.10239 0.31292 -0.389 -0.096 0.610
N -1.90128 -1.59121 0.82870 1.495 -1.033 -1.273
C -0.42027 -2.80050 -1.03999 0.069 -0.450 1.269
C 4.95946 -1.01533 0.90167 -0.296 0.202 -0.070
C 0.85166 2.05524 -0.74195 0.090 0.059 -0.192
C 0.43064 -1.66002 -0.37913 2.767 -1.198 -1.426
C 3.82467 -2.00438 0.66643 0.270 -0.109 0.078
C -0.82626 -0.81442 0.63917 -3.042 1.703 2.453
C -1.05564 0.57346 0.08085 0.990 -0.401 -0.808
C -4.80728 0.27936 -0.03186 -0.173 -0.324 0.545
C -3.04300 -1.62902 -0.00682 -1.581 0.085 0.097
C 0.98650 4.34864 -0.14648 -0.078 0.288 0.628
C 0.21125 4.89343 -1.30349 0.188 -0.037 -0.050
C 0.07616 1.53911 0.46019 -0.390 0.186 0.010
C -4.28454 -0.91358 0.63629 1.285 0.500 -0.001
C 2.52450 -1.25322 0.68349 0.597 0.406 0.281
H 0.16238 2.29793 -1.55212 -0.163 0.151 -0.105
H 0.74970 -0.91797 -1.11687 -0.533 0.899 0.351
H 0.74638 1.11215 1.20186 0.156 -0.003 0.121
H 5.91580 -1.51001 0.81767 0.210 -0.078 0.040
H -5.30882 0.97390 0.62205 -0.226 0.379 -0.297
H -0.37870 2.40226 0.93614 -0.022 0.136 0.217
H -4.33000 -0.99296 1.71243 -0.201 -0.233 0.220
H 1.53176 1.30587 -1.14046 0.157 -0.127 -0.074
H -0.29264 -0.76400 1.59174 0.937 -0.595 -0.263
H -3.37687 -2.65656 -0.12179 0.242 -0.271 -0.081
H 3.96192 -2.52605 -0.27538 -0.050 -0.047 -0.209
H -4.38424 0.59608 -0.97041 0.069 0.280 -0.107
H 0.32361 5.96845 -1.29118 -0.143 0.227 0.020
H -2.88176 -1.16758 -0.97393 0.285 0.051 -0.138
H 4.87444 -0.56432 1.88439 0.110 0.019 0.239
H 2.55643 -0.35533 0.06930 -0.198 -0.052 -0.381
H 0.55922 4.50921 -2.25346 0.068 -0.099 -0.164
H 3.83772 -2.73443 1.46863 -0.128 -0.280 0.025
H -1.66182 -2.50491 1.22034 -0.346 0.274 0.818
H 2.31851 -0.93378 1.70598 -0.242 -0.036 0.164
H -2.01832 0.91865 0.43997 -0.251 -0.056 0.023
H -0.83747 4.64470 -1.17840 -0.246 0.077 0.002
H 4.92328 -0.20344 0.18166 0.122 0.092 -0.213
H -1.09207 0.50831 -1.00703 -0.405 0.064 -0.215
```
Forces are in eV/Å.

Results
- 2S+1 = 1
- net charge = +2
- highest occupied orbital energy (eV) = -15.0
- LUMO level (eV) = -11.12
- orbital gap (eV) = 3.92



[2]
Computed, not measured: C14H25As2Cl3PtSi as an isolated structure, with ωB97M-V/def2-TZVPD.

Structure (XYZ):
```
46
Properties=species:S:1:pos:R:3:forces:R:3
Pt -0.08496 0.24471 -0.09465 -0.072 -0.290 0.362
As -0.55475 -2.28584 -0.36050 0.131 0.160 0.007
As 0.56386 -0.53268 2.24698 -0.211 0.072 -0.303
Cl -1.70818 2.40944 -2.31422 -0.040 0.063 -0.016
Cl -0.65977 3.22066 0.80569 -0.089 0.050 -0.031
Cl -3.72222 1.97275 0.30167 -0.081 -0.139 0.080
Si -1.83487 1.98390 -0.34528 0.192 0.214 -0.028
C 0.59267 -3.10485 0.94649 -0.033 -0.138 -0.042
C 1.65023 0.80727 -1.36043 0.135 0.005 -0.203
C 1.97886 0.37043 3.17235 0.035 0.067 -0.066
C 0.94216 -4.44262 0.80788 0.063 -0.010 0.083
C 2.76681 -0.14417 -1.65885 -0.012 0.142 0.104
C 1.77739 -5.03751 1.74673 -0.002 0.019 -0.009
C 3.35123 -0.80944 -0.41481 -0.011 0.031 -0.003
C 1.91398 -2.96229 2.95940 -0.013 -0.080 -0.024
C 1.07514 -2.36820 2.02456 0.037 -0.002 0.138
C 2.26281 -4.29966 2.81676 0.007 -0.013 -0.010
C -2.33081 -2.93087 0.02111 -0.030 0.089 -0.013
C -0.92586 -0.53330 3.46783 0.012 0.020 -0.005
C 3.83676 0.69120 -2.40038 0.077 -0.095 -0.001
C -0.10900 -3.05069 -2.06695 0.018 0.032 -0.034
H -1.23544 0.48719 3.68297 0.016 0.021 0.001
H 2.30510 -2.39970 3.79755 0.000 0.004 0.009
H -3.02624 -2.57962 -0.73777 -0.004 -0.005 -0.017
H 0.96800 -3.03280 -2.21117 0.026 -0.012 0.002
H 1.75922 1.43525 3.19471 0.004 0.031 0.037
H 1.99743 -0.02028 4.18746 0.084 0.035 0.085
H 2.40499 -0.90712 -2.35154 -0.010 -0.043 -0.057
H 4.24498 1.46809 -1.75068 -0.019 -0.040 0.002
H 3.43916 1.16601 -3.29742 -0.017 -0.034 0.033
H 2.64985 -1.51105 0.05046 0.070 0.092 -0.077
H 2.05400 -6.07734 1.63536 -0.004 0.006 0.004
H -2.65232 -2.59903 1.00444 -0.005 -0.005 0.020
H 2.91886 -4.76212 3.54257 -0.014 0.002 -0.019
H 3.63227 -0.05415 0.32701 0.005 -0.018 -0.044
H -0.59984 -2.47684 -2.84937 -0.023 -0.013 -0.036
H 1.10807 1.19576 -2.22386 0.009 0.000 0.007
H -2.26157 -4.01728 -0.00281 -0.089 -0.055 0.022
H 0.58001 -5.02987 -0.02652 -0.004 -0.015 -0.012
H -0.57756 -1.02144 4.37721 -0.079 -0.006 0.073
H -0.47938 -4.07371 -2.08009 0.025 -0.064 -0.068
H -1.75640 -1.09051 3.04213 -0.010 -0.017 0.001
H 1.91482 1.61058 -0.64765 -0.088 -0.082 0.054
H 4.25398 -1.36749 -0.66482 -0.031 0.009 -0.005
H 2.92676 0.19359 2.67211 0.029 -0.016 0.011
H 4.65191 0.03123 -2.69784 0.019 0.029 -0.012
```
Forces are in eV/Å.

Results
- 2S+1 = 5
- net charge = +2
- highest occupied orbital energy (alpha / beta) (eV) = -14.6 / -16.0
- LUMO level (alpha / beta) (eV) = -5.53 / -10.32
- orbital gap (alpha / beta) (eV) = 9.11 / 5.66



Electronic energy list, top to bottom, in Ha: -1225.762313; -6808.804122
Energy relative to the best compared isomer or geometry (same formula, charge and spin) list, top to bottom, in kcal/mol: 0.0; 0.0